This record from the OMol25 dataset describes a structure of composition C39H38N7O8PSY. The level of theory is ωB97M-V with the def2-TZVPD basis set.

Geometry (Å):
Y 0.463 -0.158 -1.566
S 3.117 0.632 -2.847
P -1.912 -0.284 0.754
O 2.749 -0.707 -2.367
O 0.305 2.235 -0.419
O 1.240 -2.157 -4.913
O 2.882 0.651 -4.419
O 2.132 1.565 -2.255
O 0.817 -2.009 -0.319
O 4.485 1.006 -2.701
O 0.090 -1.922 -3.095
N 2.904 -0.416 0.884
N 1.937 0.303 0.501
N 1.830 0.042 -6.335
N 0.993 1.873 -5.305
N 0.690 -1.424 -4.103
N 0.640 -0.120 -4.140
N 0.429 2.594 -4.236
C -1.367 2.781 3.311
C -3.215 -0.750 -0.415
C -2.980 -0.291 -1.735
C -4.226 -0.293 3.177
C 1.519 0.567 -5.038
C -2.332 3.733 3.015
C -4.228 -1.666 -0.143
C -3.233 3.492 1.990
C 1.937 1.570 1.148
C 2.158 -3.915 -0.123
C 2.675 3.102 2.868
C 6.722 -3.605 1.474
C -3.808 -0.813 -2.745
C 2.695 1.848 2.281
C 5.385 -1.600 1.323
C 1.107 2.572 0.636
C -3.219 2.310 1.246
C -4.814 -1.716 -2.462
C -3.158 -2.313 4.172
C -2.153 -1.418 2.182
C -1.201 -2.439 2.241
C 5.668 -4.343 1.002
C 6.571 -2.218 1.633
C 3.334 -4.495 0.193
C -5.041 -2.147 -1.156
C -2.206 -3.323 4.223
C 1.958 -2.492 -0.007
C -4.296 2.109 0.210
C 1.881 4.099 2.324
C -2.236 1.354 1.539
C 3.024 -1.717 0.512
C 4.284 -2.343 0.850
C -1.319 1.619 2.562
C -3.156 -1.353 3.165
C 4.441 -3.732 0.684
C 1.095 3.833 1.213
C -0.293 3.323 -1.121
C -1.894 0.640 -1.994
C -1.224 -3.391 3.250
H -0.476 -4.173 3.273
H 7.404 -1.626 1.993
H -0.437 -2.475 1.473
H 7.665 -4.080 1.713
H -2.240 -4.055 5.021
H 5.282 -0.529 1.424
H 5.765 -5.415 0.862
H 3.277 3.299 3.746
H -0.551 0.883 2.780
H 0.961 -0.037 -6.849
H -2.383 4.659 3.575
H -0.641 2.950 4.095
H -1.903 1.471 -1.284
H -1.878 1.024 -3.016
H -3.993 4.233 1.766
H -1.097 3.762 -0.525
H 3.306 1.053 2.686
H -3.886 1.919 -0.782
H 1.723 2.376 -5.799
H 0.464 4.075 -1.354
H -5.074 -0.618 3.781
H -5.430 -2.098 -3.269
H 0.448 4.607 0.829
H -4.364 -2.035 0.867
H 1.138 3.027 -3.655
H -4.929 1.254 0.455
H -5.821 -2.865 -0.940
H -4.931 2.993 0.157
H -3.848 0.642 3.595
H -3.932 -2.272 4.931
H -4.584 -0.079 2.171
H -0.205 3.279 -4.621
H 3.462 -5.565 0.067
H -3.637 -0.493 -3.767
H 1.853 5.085 2.770
H 2.214 -0.886 -6.224
H -0.695 2.911 -2.040
H 1.323 -4.484 -0.512

The value obtained for the HOMO energy is -4.6115 eV. Its charge is -1. The value obtained for the total energy is -3272.2006 hartree. The orbital gap comes out at 0.2393 hartree.

Results of the Löwdin charge analysis, in e, for atoms 1 through 6:
1 Y 1.54
2 S 0.43
3 P 1.14
4 O -0.34
5 O -0.19
6 O 0.04